2 unconnected molecules or ions with the total composition CCl2FNO in a non-equilibrium geometry. Source: the Open Molecules 2025 dataset; level of theory: ωB97M-V/def2-TZVPD.

```
6
Properties=species:S:1:pos:R:3:forces:R:3
F 1.761 -1.152 -0.135 -2.28 2.01 0.22
Cl -2.368 0.492 -0.086 1.60 -0.69 0.08
N -0.783 -0.358 -0.035 -3.05 -0.98 -0.11
Cl -0.878 -2.055 -0.057 0.16 0.70 0.01
O 0.775 1.407 0.033 -0.69 -0.44 0.03
C 0.247 0.385 -0.001 4.25 -0.60 -0.23
```
Forces are in eV/Å.

**E_tot**: -32331.894 eV
**Molar mass**: 131.92 Da
**F_max**: 4.3 eV/Å
**Kohn-Sham gap**: 8.35 eV

These are the Löwdin partial charges, in e, on atoms 1 to 4: F -0.46; Cl 0.67; N -0.81; Cl 0.75

=====

2 unconnected molecules or ions with the total composition CCl2NO2 in a non-equilibrium geometry. Source: the Open Molecules 2025 dataset; level of theory: ωB97M-V/def2-TZVPD.

```
6
Properties=species:S:1:pos:R:3:forces:R:3
Cl -2.010 -0.562 -0.541 -0.85 -0.56 0.26
N -0.412 -0.168 -0.916 1.84 1.18 -0.04
O 1.689 0.909 0.412 -2.16 -0.97 0.45
C 0.540 0.647 0.715 0.52 1.18 -0.97
Cl 0.588 -1.580 -1.109 -0.07 -0.78 -0.25
O -0.395 0.754 1.439 0.72 -0.05 0.55
```
Forces are in eV/Å.

**E_tot**: -31666.764 eV
**Net charge**: -1
**Molar mass**: 128.92 Da
**F_max**: 2.4 eV/Å
**Kohn-Sham gap**: 7.42 eV

These are the Löwdin partial charges, in e, on atoms 1 to 4: Cl 0.36; N -1.04; O 0.01; C -0.64

=====

2 unconnected molecules or ions with the total composition CCl3FO2S in a non-equilibrium geometry. Source: the Open Molecules 2025 dataset; level of theory: ωB97M-V/def2-TZVPD.

```
8
Properties=species:S:1:pos:R:3:forces:R:3
F -1.507 0.539 -1.551 0.05 -0.24 0.64
S 0.914 -0.977 0.052 -1.31 0.43 -1.04
Cl -1.102 1.849 0.602 -0.01 -0.37 -0.10
C -1.407 0.336 -0.219 0.89 0.28 -0.41
Cl -2.763 -0.545 0.394 0.28 -0.06 -0.07
O 2.028 -0.070 -0.713 0.43 0.37 -0.27
O 1.115 -0.947 1.465 0.23 0.02 1.29
Cl 2.860 1.223 0.037 -0.55 -0.42 -0.03
```
Forces are in eV/Å.

**E_tot**: -56247.402 eV
**Molar mass**: 201.43 Da
**F_max**: 1.7 eV/Å
**Kohn-Sham gap (spin up / spin down)**: 7.93 / 7.74 eV

These are the Löwdin partial charges, in e, on atoms 1 to 4: F -0.10; S 0.88; Cl 0.61; C -1.26

=====

2 unconnected molecules or ions with the total composition CCl4N2Si in a non-equilibrium geometry. Source: the Open Molecules 2025 dataset; level of theory: ωB97M-V/def2-TZVPD.

```
8
Properties=species:S:1:pos:R:3:forces:R:3
Cl -2.849 0.647 1.840 -2.15 4.26 0.79
Cl 2.908 0.581 1.115 -0.21 0.41 -0.22
N -1.222 -1.760 -1.554 -0.34 -0.14 -0.41
Cl -1.932 -1.139 1.490 2.00 -4.32 -0.65
C -0.372 -1.148 -1.065 -0.47 -0.10 -0.06
N 0.558 -0.574 -0.377 2.38 2.86 0.44
Si 1.440 0.802 -0.234 -1.13 -2.08 -0.41
Cl 1.469 2.592 -1.216 -0.08 -0.88 0.52
```
Forces are in eV/Å.

**E_tot**: -61982.177 eV
**Molar mass**: 209.92 Da
**F_max**: 4.8 eV/Å
**Kohn-Sham gap (spin up / spin down)**: 6.60 / 6.19 eV
**Multiplicity**: 3

These are the Löwdin partial charges, in e, on atoms 1 to 4: Cl -0.01; Cl 0.37; N 0.11; Cl 0.09

=====

2 unconnected molecules or ions with the total composition CClF2O2S in a non-equilibrium geometry. Source: the Open Molecules 2025 dataset; level of theory: ωB97M-V/def2-TZVPD.

```
7
Properties=species:S:1:pos:R:3:forces:R:3
O -1.298 1.673 -0.033 0.43 1.15 0.28
F 1.134 -0.783 1.384 -0.50 0.18 -0.80
O -2.161 -0.463 -0.539 -0.68 -1.63 -0.76
S -1.438 0.311 0.413 -0.27 0.53 0.62
F 1.397 0.900 0.079 -1.36 -1.62 0.59
C 0.613 -0.209 0.304 3.15 0.97 -1.07
Cl 1.754 -1.430 -1.609 -0.77 0.43 1.13
```
Forces are in eV/Å.

**E_tot**: -33924.562 eV
**Net charge**: -1
**Molar mass**: 149.53 Da
**F_max**: 3.5 eV/Å
**Kohn-Sham gap (spin up / spin down)**: 7.97 / 7.98 eV

These are the Löwdin partial charges, in e, on atoms 1 to 4: O -0.48; F 0.02; O -0.47; S 0.68

=====

CClF3O2S in the gas phase. Source: the Open Molecules 2025 dataset; level of theory: ωB97M-V/def2-TZVPD.

```
8
Properties=species:S:1:pos:R:3:forces:R:3
F 1.089 1.451 -0.041 0.20 0.10 0.02
C -0.120 0.925 -0.052 0.12 -0.37 -0.10
F -0.846 1.441 0.919 -0.10 -0.02 0.17
O -1.295 -1.472 0.090 -0.24 0.05 -0.33
S 0.002 -0.922 0.233 -0.30 -0.01 0.46
O 0.751 -1.131 1.417 0.37 0.15 0.07
Cl 1.116 -1.445 -1.351 0.07 0.05 -0.11
F -0.697 1.152 -1.216 -0.11 0.04 -0.18
```
Forces are in eV/Å.

**E_tot**: -36641.309 eV
**Molar mass**: 168.52 Da
**F_max**: 0.5 eV/Å
**SMILES string**: O=S(=O)(Cl)C(F)(F)F
**Kohn-Sham gap**: 12.17 eV

These are the Löwdin partial charges, in e, on atoms 1 to 4: F 0.15; C -0.75; F 0.17; O -0.29